{"formula": "C9H14NS", "method": "the ωB97M-V functional and the def2-TZVPD basis", "elements": ["C", "C", "C", "C", "C", "C", "C", "C", "C", "N", "S", "H", "H", "H", "H", "H", "H", "H", "H", "H", "H", "H", "H", "H", "H"], "coordinates": [[0.34009, 2.73178, 0.13328], [0.47301, 2.72614, -1.24576], [-0.35650, 1.64875, 0.62941], [-0.82364, 0.74986, -0.43376], [1.75520, -0.75364, -0.57337], [-0.70237, -0.87207, -0.30458], [0.64165, -1.46675, -0.68111], [-0.72420, 1.43083, 2.03102], [0.64455, -2.89800, -1.10709], [-1.02216, -1.25464, 1.03574], [-0.20421, 1.39649, -2.01098], [0.71839, 3.52726, 0.75073], [0.94699, 3.49500, -1.82969], [1.75584, 0.27018, -0.23408], [2.72309, -1.15867, -0.80653], [-1.44528, -1.24258, -1.02092], [-1.80391, 1.51906, 2.16074], [-0.49303, 0.39628, 2.30364], [-0.23110, 2.13701, 2.69104], [0.20158, -3.00517, -2.09611], [0.08213, -3.52412, -0.41643], [1.66706, -3.26102, -1.14780], [-0.29741, -1.79106, 1.49126], [-1.91254, 0.86424, -0.49490], [-1.93324, -1.66512, 1.17624]], "lowdin_charge": [-0.081, -0.299, -0.238, -0.413, 0.073, -0.324, -0.349, -0.005, -0.039, 0.064, 1.149, 0.134, 0.098, 0.057, 0.081, 0.149, 0.117, 0.085, 0.099, 0.093, 0.088, 0.088, 0.110, 0.152, 0.110], "charge": 1, "orbital_gap_ev": 7.787, "homo_ha": -0.48088, "spin_multiplicity": 1, "e_lumo_ev": -5.298}



{"formula": "C4H5LiOPt", "method": "the ωB97M-V functional and the def2-TZVPD basis", "elements": ["C", "C", "C", "H", "H", "H", "H", "O", "C", "Pt", "Li", "H"], "coordinates": [[-1.54581, 0.29970, -0.27479], [-1.23094, 0.09440, 0.99016], [-0.85674, 0.19569, 2.26764], [-1.92885, -0.51987, -0.89071], [-1.47560, 1.29522, -0.71995], [0.18875, 0.37130, 2.53716], [-1.59897, 0.16466, 3.06804], [1.03150, -1.61161, 0.56009], [0.11664, -2.02956, 1.37466], [0.96270, -0.45977, -0.79609], [1.94645, -2.30362, 1.91576], [-0.79408, -2.37789, 0.83171]], "mulliken_spin": [-0.053, 0.298, -0.089, 0.013, 0.010, 0.007, 0.008, 0.251, 1.468, 0.960, -0.007, 0.134], "charge": 1, "orbital_gap_ev": [6.274, 6.973], "homo_ha": [-0.39511, -0.48434], "spin_multiplicity": 4, "e_lumo_ev": [-4.478, -6.206]}



{"formula": "C21H16AsF6N4OOs", "method": "the ωB97M-V functional and the def2-TZVPD basis", "elements": ["Os", "C", "C", "C", "C", "C", "C", "N", "N", "C", "C", "C", "C", "C", "C", "H", "H", "H", "H", "H", "H", "H", "H", "H", "O", "C", "C", "C", "C", "C", "C", "C", "N", "C", "C", "N", "H", "H", "H", "H", "H", "H", "H", "F", "As", "F", "F", "F", "F", "F"], "coordinates": [[0.53993, 0.45942, -0.15622], [-2.77118, 0.57956, 4.29347], [-1.73185, 1.48105, 4.50168], [-0.54950, 1.30121, 3.79918], [-0.55947, 0.48803, 2.63366], [-1.51997, -0.50835, 2.51653], [-2.61743, -0.46591, 3.38820], [0.59091, 0.56383, 1.79271], [1.77746, 0.66455, 2.44654], [2.76825, 0.36498, 1.59623], [4.12695, 0.19842, 1.99582], [5.13201, 0.26919, 0.99342], [4.76697, 0.35658, -0.34469], [3.45508, 0.29181, -0.78354], [2.43403, 0.37418, 0.18642], [-3.72599, 0.65130, 4.83804], [-1.89226, 2.26364, 5.31552], [0.36032, 1.93234, 3.96199], [-1.44889, -1.28971, 1.77502], [-3.44013, -1.17702, 3.31756], [4.32818, 0.09528, 3.04158], [6.19330, 0.09944, 1.09903], [5.59104, 0.47129, -1.06171], [3.22300, 0.22525, -1.86559], [0.45934, 0.60995, -2.22685], [-0.56770, 0.05009, -2.85651], [-1.22878, 0.64897, -3.93862], [-2.20152, -0.07462, -4.61101], [-2.74174, -1.29306, -4.22982], [-2.13860, -1.91530, -3.16967], [-1.01755, -1.26831, -2.50169], [-0.23551, -1.98523, -1.60764], [0.56544, -1.50265, -0.59530], [1.17380, -2.59877, -0.00610], [0.85142, -3.76279, -0.69406], [-0.16367, -3.34853, -1.59785], [-0.90189, 1.59090, -4.29105], [-2.63802, 0.42292, -5.53103], [-3.56157, -1.76397, -4.74511], [-2.43573, -2.91558, -2.81338], [1.84263, -2.50070, 0.84333], [1.12940, -4.79087, -0.65661], [-0.59605, -3.93263, -2.25035], [-1.54970, 1.09463, -0.43523], [-1.53333, 3.02650, -0.29910], [0.28972, 2.61172, -0.01481], [-1.76974, 2.86107, 1.44424], [-1.54248, 4.80806, -0.03093], [-3.29631, 2.94809, -0.50847], [-1.22265, 3.28976, -1.95724]], "mulliken_spin": [1.427, 0.006, 0.244, 0.330, 0.006, 0.192, 0.247, 0.272, 0.540, 0.040, 0.239, 0.075, 0.124, 0.132, 0.077, 0.009, -0.010, -0.021, 0.040, -0.005, 0.004, 0.003, 0.007, 0.007, 0.238, 0.197, 0.027, 0.018, 0.159, -0.087, 0.179, -0.022, 0.093, 0.035, 0.098, 0.045, 0.000, 0.001, -0.002, -0.001, -0.002, 0.004, -0.004, 0.018, 0.006, 0.004, 0.009, 0.000, 0.000, 0.000], "charge": 2, "orbital_gap_ev": [6.539, 4.650], "homo_ha": [-0.47840, -0.54939], "spin_multiplicity": 6, "e_lumo_ev": [-6.479, -10.300]}



{"formula": "C14H22MoNO6", "method": "the ωB97M-V functional and the def2-TZVPD basis", "elements": ["Mo", "C", "O", "C", "C", "O", "C", "H", "H", "H", "H", "H", "H", "H", "H", "H", "H", "O", "C", "O", "C", "C", "C", "C", "C", "N", "H", "H", "H", "H", "C", "C", "C", "O", "C", "H", "H", "H", "H", "H", "H", "H", "H", "O"], "coordinates": [[-0.41808, 0.17523, -0.43903], [1.72334, -1.81128, -0.80587], [0.22545, -1.68863, -0.74913], [-0.46075, -2.50957, -1.87978], [-0.53908, -1.63547, -3.09067], [-1.27178, -0.49764, -2.70442], [-1.44766, 0.50099, -3.75124], [1.94512, -2.81842, -1.14537], [2.09961, -1.64682, 0.20023], [2.10261, -1.08678, -1.52360], [-1.41807, -2.78385, -1.44520], [0.19320, -3.35734, -2.06408], [-1.05268, -2.19261, -3.88435], [0.44848, -1.35445, -3.47726], [-1.96411, 0.02356, -4.58253], [-0.47974, 0.88691, -4.06893], [-2.07355, 1.28264, -3.33185], [2.30759, 2.20002, -2.58986], [1.80315, 1.80715, -1.61874], [0.54764, 1.04038, -1.71742], [2.14319, 1.91759, -0.20167], [3.25086, 2.61778, 0.20470], [3.47060, 2.76209, 1.58191], [2.56316, 2.19600, 2.45500], [1.46772, 1.49383, 1.95958], [1.25719, 1.32273, 0.64416], [3.90688, 3.05561, -0.53782], [4.32343, 3.31927, 1.94946], [2.68296, 2.28862, 3.52630], [0.77443, 1.03148, 2.64018], [-2.71737, -0.04394, 2.98611], [-2.58966, -1.43681, 2.36096], [-1.12383, -1.53609, 2.05716], [-0.72459, -0.13291, 1.57700], [-1.79132, 0.83958, 2.17618], [-2.41219, -0.06712, 4.03175], [-3.73490, 0.34096, 2.93688], [-3.20285, -1.55671, 1.46714], [-2.87641, -2.20779, 3.07628], [-0.82749, -2.22277, 1.27147], [-0.50944, -1.70461, 2.94013], [-2.31053, 1.30077, 1.34604], [-1.25133, 1.60263, 2.72951], [-2.03920, 0.28578, -0.50929]], "lowdin_charge": [2.075, 0.059, -0.379, 0.003, -0.166, -0.291, 0.018, 0.127, 0.117, 0.103, 0.156, 0.153, 0.180, 0.156, 0.127, 0.105, 0.112, 0.302, -0.362, -0.246, -0.179, 0.095, 0.069, 0.044, -0.045, 0.015, 0.161, 0.153, 0.147, 0.115, -0.105, -0.122, -0.070, -0.404, -0.068, 0.142, 0.151, 0.130, 0.152, 0.111, 0.153, 0.104, 0.130, -0.230], "charge": 3, "orbital_gap_ev": 6.926, "homo_ha": -0.75884, "spin_multiplicity": 1, "e_lumo_ev": -13.723}



{"formula": "C4H10S", "method": "the ωB97M-V functional and the def2-TZVPD basis", "elements": ["C", "C", "C", "C", "H", "H", "H", "H", "H", "H", "H", "H", "H", "H", "S"], "coordinates": [[-1.06265, -0.30318, 1.43397], [-0.29845, -1.06118, 0.29558], [0.89638, -0.44669, -0.55996], [0.92691, 1.07332, -0.75062], [-0.31762, 0.40167, 2.01334], [-1.92026, 0.25639, 1.03091], [-1.44258, -1.01635, 2.17215], [-1.08650, -1.37220, -0.38756], [0.14883, -1.92986, 0.73101], [1.76937, -0.79079, 0.01408], [1.05180, -1.04454, -1.47953], [1.99729, 1.31231, -0.89166], [0.74665, 1.73754, 0.12370], [-1.30429, 1.57351, -1.54392], [-0.10487, 1.61005, -2.20148]], "lowdin_charge": [-0.117, -0.254, -0.286, -0.567, 0.099, 0.058, 0.056, 0.088, 0.077, 0.093, 0.105, 0.068, 0.071, -0.148, 0.655], "smiles": "CCCCS", "orbital_gap_ev": 10.020, "homo_ha": -0.33311, "spin_multiplicity": 1, "e_lumo_ev": 0.956}



{"formula": "C4H6O", "method": "the ωB97M-V functional and the def2-TZVPD basis", "elements": ["C", "C", "C", "C", "O", "H", "H", "H", "H", "H", "H"], "coordinates": [[-1.23547, 1.19360, 0.26278], [1.73579, -0.50160, -0.61078], [-1.68666, 0.28753, 1.11517], [-0.74307, -0.23129, 0.05776], [0.55742, -0.66409, 0.24544], [-1.27861, 2.19809, 0.10145], [1.87219, 0.45068, -1.01495], [2.51767, -0.69049, 0.08767], [1.78277, -1.28847, -1.38764], [-2.38528, 0.09696, 1.92700], [-1.13676, -0.85094, -0.78390]], "mulliken_spin": [0.951, -0.005, 0.918, -0.014, 0.089, 0.000, 0.000, 0.003, -0.002, -0.024, 0.086], "orbital_gap_ev": [6.543, 7.514], "homo_ha": [-0.19859, -0.35853], "spin_multiplicity": 3, "e_lumo_ev": [1.139, -2.242]}



What did we get for energy? Answer: -21877.6354; -9712.4185; -109636.0058; -30474.4439; -15144.6683; -6284.3546 eV, in the order shown.
What did we get for relative energy (zero: lowest compared OMol25 entry of this formula, charge and spin)? Answer: 12.9; 0.0; 13.5; 38.5; 16.1; 84.1 kcal/mol, in the order shown.